1.
C21H11AlCl2F9IN3O3S2 | wB97M-V/def2-TZVPD

Each line ends with the Löwdin charge.
Geometry (Å):
Al: -0.2907 -0.1384 -0.0485  -0.503
Cl: 6.3184 -1.5427 -1.1236  0.663
C: 4.8048 -0.8237 -0.6551  -0.612
C: 4.7767 0.0826 0.3720  -0.167
C: 3.5705 0.6653 0.7795  -0.619
I: 3.5384 2.0735 2.3256  0.894
C: 2.3586 0.3280 0.2029  -0.436
O: 1.2006 0.7949 0.5381  -0.113
C: 2.4100 -0.6362 -0.8524  -0.153
N: 1.2000 -0.9769 -1.3450  0.087
C: 1.1285 -1.7947 -2.3663  -0.092
C: 2.2821 -2.3177 -2.9723  -0.028
C: 3.5161 -2.0424 -2.4444  -0.010
C: 3.6165 -1.1882 -1.3267  -0.164
H: 5.6970 0.3550 0.8695  0.092
H: 0.1365 -2.0501 -2.7153  0.093
H: 2.1832 -2.9395 -3.8511  0.105
H: 4.4208 -2.4547 -2.8703  0.092
N: -4.1670 2.7110 5.6096  0.161
C: -3.5663 2.2534 4.7431  -0.169
C: -2.8250 1.6958 3.6558  -0.208
C: -3.3075 0.6076 2.9508  0.008
C: -2.5514 0.0984 1.9061  -0.120
N: -1.3995 0.6389 1.5152  0.060
C: -0.9254 1.6835 2.2101  -0.049
C: -1.5866 2.2277 3.2852  0.025
H: -4.2356 0.1310 3.2286  0.127
H: -2.9042 -0.7504 1.3409  0.072
H: 0.0222 2.0811 1.8742  0.109
H: -1.1526 3.0481 3.8376  0.124
Cl: -1.7115 -1.6236 -0.6926  0.419
C: 0.1608 -4.7640 1.3574  -0.134
O: -0.3950 -4.1267 2.5048  -0.254
C: -0.2207 -2.8034 2.6843  -1.299
S: -0.9198 -2.1922 4.0608  0.537
S: 0.7809 -1.9363 1.6034  0.707
H: -0.1587 -5.8027 1.4199  0.084
H: 1.2495 -4.6999 1.3673  0.069
H: -0.2064 -4.3037 0.4396  0.060
F: -3.3238 0.5424 -2.6014  0.154
C: -2.1710 1.0084 -3.0980  -0.539
F: -1.4290 -0.0336 -3.4807  0.148
F: -2.4818 1.7091 -4.2146  0.146
C: -1.4032 1.8907 -2.0546  -0.270
O: -0.7450 1.1782 -1.1509  -0.025
C: -2.4389 2.8196 -1.3482  -0.524
F: -1.8138 3.8167 -0.6966  0.165
F: -3.1434 2.1327 -0.4407  0.167
F: -3.3185 3.3847 -2.1991  0.156
C: -0.3907 2.7893 -2.8481  -0.526
F: -0.9698 3.8618 -3.4218  0.153
F: 0.2141 2.0926 -3.8279  0.160
F: 0.5666 3.2398 -2.0357  0.177

Cartesian forces, eV/Å:
0.6 0.1 0.1
0.1 0.0 -0.1
0.0 0.2 0.2
0.1 -0.2 -0.2
-0.4 0.3 0.2
0.0 -0.2 -0.1
0.3 0.0 0.1
0.0 0.0 0.1
0.3 0.0 -0.1
-0.1 0.1 0.1
-0.1 0.1 0.0
0.2 -0.1 0.0
-0.1 0.0 0.0
-0.3 0.0 0.0
0.0 0.0 0.0
0.0 0.0 0.0
0.0 -0.1 0.0
0.0 0.0 0.0
0.0 0.0 -0.1
-0.2 0.2 0.3
0.5 -0.2 -0.5
0.0 -0.1 0.1
-0.2 0.0 0.0
0.1 -0.1 0.2
0.2 0.0 -0.2
-0.3 0.0 0.2
0.0 0.0 0.0
0.1 -0.1 0.0
0.0 0.0 0.0
0.0 0.0 -0.1
-0.7 -0.6 -0.2
0.0 0.1 -0.1
0.0 -0.1 -0.2
0.0 -0.1 0.3
-0.2 0.2 0.0
0.2 0.0 -0.1
0.0 0.0 0.0
0.0 0.0 0.0
0.0 0.0 0.0
0.2 0.0 0.0
-0.1 0.0 -0.2
-0.1 0.1 0.1
0.0 -0.1 0.2
-0.1 -0.1 -0.1
-0.1 0.4 -0.3
-0.2 0.2 0.0
-0.1 -0.2 -0.1
0.1 0.1 -0.1
0.1 -0.1 0.2
0.2 0.2 0.0
0.1 -0.1 0.0
0.0 0.0 0.2
-0.1 0.0 -0.1

Total charge: -1
Calculated total energy (eV): -118449.302
HOMO (eV): -4.663
Orbital gap (eV): 6.39

---

2.
C21H11F4N2 | wB97M-V/def2-TZVPD

Each line ends with the Löwdin charge.
Geometry (Å):
F: -3.3274 2.4261 -2.6353  0.071
C: -3.0684 1.0721 -2.6363  -0.192
C: -4.1509 0.1945 -2.6374  0.144
C: -3.8449 -1.1703 -2.6281  -0.197
F: -4.8898 -2.0670 -2.6283  0.073
C: -2.5529 -1.6516 -2.6217  0.092
C: -1.4454 -0.7372 -2.6120  -0.174
C: -0.1558 -1.3138 -2.5859  0.107
C: 1.1328 -0.7349 -2.6130  -0.170
C: 2.2418 -1.6477 -2.6206  0.091
C: 3.5330 -1.1643 -2.6280  -0.197
F: 4.5794 -2.0594 -2.6262  0.072
C: 3.8372 0.2009 -2.6398  0.144
C: 2.7531 1.0768 -2.6398  -0.192
F: 3.0102 2.4311 -2.6427  0.072
C: 1.4302 0.6623 -2.6342  0.093
C: -1.7449 0.6593 -2.6319  0.091
H: -5.1759 0.5507 -2.6416  0.155
H: -2.3636 -2.7264 -2.6156  0.145
H: -0.1548 -2.4059 -2.5667  0.140
H: 2.0543 -2.7228 -2.6144  0.145
H: 4.8616 0.5587 -2.6448  0.155
H: 0.6473 1.4102 -2.6332  0.107
H: -0.9630 1.4085 -2.6293  0.107
N: 0.7251 1.7212 8.2969  0.175
C: 0.5973 1.3867 7.1815  -0.163
C: 0.4379 0.9720 5.8163  -0.222
C: -0.5104 1.5991 4.9997  -0.008
C: -0.6758 1.1869 3.6820  -0.001
C: 0.1059 0.1426 3.1782  -0.272
N: -0.0742 -0.2865 1.8611  0.002
C: -0.2353 -0.6619 0.7432  0.102
C: 1.0619 -0.4793 3.9871  0.000
C: 1.2257 -0.0656 5.3045  -0.007
H: -1.1182 2.4089 5.4067  0.131
H: -1.4115 1.6613 3.0308  0.123
H: 1.6642 -1.2882 3.5710  0.124
H: 1.9641 -0.5467 5.9479  0.131

Cartesian forces, eV/Å:
0.3 -1.8 0.0
0.2 1.3 0.0
0.5 -0.5 0.0
-1.2 -0.6 0.0
1.4 1.2 0.0
0.6 0.1 0.1
-1.3 0.3 -0.1
0.0 0.1 -0.1
1.3 0.3 -0.1
-0.6 0.1 0.1
1.2 -0.6 0.0
-1.4 1.2 0.0
-0.5 -0.5 0.0
-0.2 1.3 0.0
-0.3 -1.8 0.0
0.2 -0.3 0.1
-0.2 -0.3 0.1
0.1 -0.1 0.0
-0.2 0.3 0.0
0.0 0.2 0.0
0.2 0.3 0.0
-0.1 -0.1 0.0
0.6 -0.1 0.0
-0.6 -0.1 0.0
-0.3 -0.8 -2.6
0.3 0.8 2.6
-0.1 -0.2 -0.5
0.0 0.0 -0.1
-0.1 0.0 -0.2
0.1 0.2 0.6
-0.4 -0.8 -2.5
0.4 0.9 2.6
0.0 -0.1 -0.1
0.0 0.0 -0.1
0.2 -0.3 -0.2
0.2 -0.1 0.3
-0.2 0.2 0.2
-0.2 0.1 -0.2

Total charge: +1
Calculated total energy (eV): -35795.703
HOMO (eV): -12.072
Orbital gap (eV): 5.38

---

3.
C21H12Br3CrN4OS2 | wB97M-V/def2-TZVPD

Each line ends with the Löwdin charge.
Geometry (Å):
Cr: -0.5340 -0.4395 -0.1648  0.212
Br: -0.5948 4.3080 5.6238  0.688
C: -0.7018 2.9014 4.3498  -0.698
C: -1.2940 1.6799 4.7133  -0.111
C: -1.3865 0.6611 3.8084  0.010
C: -0.8896 0.7902 2.4812  -0.333
O: -1.0155 -0.2081 1.6843  -0.242
C: -0.2758 2.0287 2.1419  -0.116
C: 0.2916 2.2970 0.8576  -0.056
N: 0.3894 1.4622 -0.1154  -0.028
C: 0.9900 1.8311 -1.3406  -0.186
C: 1.6384 3.0076 -1.6083  0.001
C: 2.2166 3.2471 -2.8718  -0.068
C: 2.1641 2.3069 -3.8576  -0.038
C: 1.5200 1.0722 -3.6127  -0.143
C: 1.4587 0.0316 -4.5710  -0.002
C: 0.8424 -1.1382 -4.2589  -0.021
C: 0.2570 -1.2855 -2.9823  -0.095
N: 0.2872 -0.3380 -2.0801  -0.022
C: 0.9257 0.8418 -2.3625  -0.150
C: -0.2050 3.0709 3.0932  -0.092
H: -1.6768 1.5495 5.7170  0.101
H: -1.8345 -0.2857 4.0772  0.118
H: 0.6687 3.3126 0.7326  0.122
H: 1.7314 3.7686 -0.8473  0.104
H: 2.7147 4.1913 -3.0495  0.104
H: 2.6184 2.4829 -4.8242  0.110
H: 1.9154 0.1819 -5.5418  0.117
H: 0.7877 -1.9594 -4.9587  0.109
H: -0.2412 -2.2037 -2.7022  0.049
H: 0.2600 4.0083 2.8140  0.106
Br: -0.5461 -3.9334 -0.7368  0.451
C: -1.5604 -2.2342 -0.4784  -0.738
Br: -2.5792 0.7179 -0.9760  0.111
H: -2.1852 -2.4241 0.3945  -0.023
H: -2.2022 -2.1965 -1.3574  -0.050
S: 1.7732 -1.2591 0.3927  0.752
C: 2.1544 -1.3585 2.0353  -0.722
C: 3.4228 -0.7576 2.3880  -0.299
N: 4.4314 -0.2648 2.6416  0.153
C: 1.4111 -1.9703 3.0629  -0.796
S: 0.0282 -2.8599 2.8463  0.759
C: 1.9207 -1.8333 4.4189  -0.297
N: 2.2995 -1.7516 5.5012  0.149

Cartesian forces, eV/Å:
-0.2 -0.1 0.1
0.0 0.0 0.0
0.0 0.0 0.0
0.0 0.0 0.0
0.0 0.0 0.0
0.0 -0.1 0.0
-0.1 0.0 0.1
0.0 0.1 -0.1
0.0 0.1 0.1
0.0 0.1 -0.2
-0.1 -0.1 0.2
0.1 0.1 -0.1
0.0 0.0 0.1
0.0 -0.1 0.0
0.0 0.0 -0.1
0.0 0.1 0.0
-0.1 -0.1 0.1
0.0 0.1 -0.1
0.2 0.1 -0.1
-0.1 -0.1 0.1
0.0 0.0 0.0
0.0 0.0 0.0
0.0 0.0 0.0
0.0 0.0 0.0
0.0 0.0 0.0
0.0 0.0 0.0
0.0 0.0 0.0
0.0 0.0 0.0
0.0 0.0 0.0
0.0 0.0 0.0
0.0 0.0 0.0
-0.1 0.1 0.0
0.2 -0.1 0.1
0.0 0.0 -0.1
0.0 0.0 0.0
0.0 0.0 0.0
0.0 -0.1 -0.2
0.3 0.3 0.1
-0.3 -0.1 0.0
0.1 0.0 0.0
0.1 0.0 0.3
-0.1 0.0 0.0
-0.1 0.0 -0.3
0.0 0.0 0.1

Total charge: -1
Calculated total energy (eV): -290203.427
HOMO (alpha / beta) (eV): -4.987 / -5.584
Orbital gap (alpha / beta) (eV): 6.23 / 6.34
Spin multiplicity: 5

---

4.
C21H12Cl5IrN4OS2 | wB97M-V/def2-TZVPD

Each line ends with the Löwdin charge.
Geometry (Å):
Ir: 0.4342 -0.3909 -0.3392  0.935
N: -0.7124 3.8682 -1.9006  0.023
C: -0.4478 2.6738 -1.2371  -0.893
S: 1.1169 1.9800 -1.5624  0.422
N: -1.3863 2.2767 -0.4515  -0.026
N: -1.1696 1.0836 0.2630  -0.126
C: -2.1992 0.8011 0.9854  -0.112
C: -2.4131 -0.3254 1.8569  -0.195
C: -3.7134 -0.5039 2.3594  -0.073
C: -4.0507 -1.5910 3.1307  -0.121
C: -3.0527 -2.5441 3.4110  -0.102
C: -1.7703 -2.3893 2.9498  -0.025
C: -1.3950 -1.2623 2.1656  -0.429
O: -0.1813 -1.1124 1.7718  -0.198
H: -0.1794 3.9925 -2.7441  0.051
H: -1.6944 4.0827 -1.9729  0.075
H: -3.0253 1.5067 0.8961  0.115
H: -4.4663 0.2400 2.1118  0.103
H: -5.0588 -1.7163 3.5030  0.084
H: -3.3031 -3.4214 3.9992  0.094
H: -0.9986 -3.1216 3.1576  0.111
Cl: -2.2057 -2.2970 -0.8517  0.673
C: -0.7722 -3.2569 -0.5491  -0.689
C: 0.4664 -2.6257 -0.4687  -0.369
C: 1.5450 -3.4761 -0.3075  -0.672
Cl: 3.1784 -2.8215 -0.3361  0.646
C: 1.4251 -4.8569 -0.1479  -0.704
Cl: 2.8180 -5.8685 0.0884  0.626
C: 0.1639 -5.4375 -0.1793  -0.712
Cl: -0.0232 -7.1463 0.0322  0.635
C: -0.9483 -4.6287 -0.3962  -0.705
Cl: -2.5210 -5.3499 -0.4701  0.642
N: 2.3095 0.1670 0.7291  0.062
C: 3.4494 0.1608 0.6196  -0.165
C: 4.8754 0.1889 0.3734  -0.227
C: 5.7633 -0.2383 1.3525  -0.028
C: 7.1237 -0.2251 1.0840  -0.076
C: 7.5820 0.2040 -0.1545  -0.083
C: 6.6869 0.6199 -1.1297  -0.069
C: 5.3246 0.6149 -0.8691  -0.013
H: 5.3834 -0.5838 2.3048  0.123
H: 7.8237 -0.5578 1.8391  0.103
H: 8.6448 0.2070 -0.3635  0.102
H: 7.0458 0.9456 -2.0970  0.106
H: 4.6062 0.9273 -1.6167  0.125
S: 0.4632 -0.4649 -2.7012  -0.043

Cartesian forces, eV/Å:
-0.5 0.6 -0.7
0.2 0.0 0.0
0.0 0.2 -0.1
-0.1 0.1 0.3
0.1 -0.5 0.2
0.1 0.3 -0.3
-0.2 -0.2 0.3
-0.2 0.3 -0.3
-0.1 0.0 0.1
0.1 0.0 0.0
-0.1 0.0 0.0
0.0 0.0 0.0
0.3 0.0 0.0
-0.1 -0.1 -0.1
0.0 0.0 0.0
0.0 0.0 0.0
0.0 0.0 0.0
0.0 0.0 0.0
0.0 0.0 0.0
0.0 0.0 0.0
0.0 0.0 0.0
0.1 0.0 0.0
-0.1 0.0 0.0
-0.2 -0.2 0.1
0.2 0.0 0.0
-0.1 0.0 0.0
0.1 0.0 0.0
-0.1 0.1 0.0
0.0 -0.1 0.0
0.0 0.1 0.0
-0.1 0.0 0.0
0.1 0.0 0.0
0.2 -0.2 0.3
0.7 0.2 -0.1
-0.6 -0.1 0.2
0.2 -0.1 0.1
-0.1 0.0 0.0
0.0 0.0 0.0
-0.1 0.0 0.0
0.1 0.1 -0.2
0.0 0.0 0.0
0.0 0.0 0.0
0.0 0.0 0.0
0.0 0.0 0.0
0.0 0.0 0.0
0.0 -0.3 0.3

Total charge: -1
Calculated total energy (eV): -117099.377
HOMO (alpha / beta) (eV): -2.861 / -4.585
Orbital gap (alpha / beta) (eV): 4.99 / 6.18
Spin multiplicity: 6

---

5.
C21H13AsAuF9NO7S | wB97M-V/def2-TZVPD

Each line ends with the Löwdin charge.
Geometry (Å):
Au: 0.4635 0.3287 -0.7593  1.323
C: 1.1921 1.0171 3.3928  -0.026
C: 0.1976 0.2622 3.9929  -0.046
C: -0.6993 -0.4485 3.2136  0.005
C: -0.5761 -0.3999 1.8346  -0.196
N: 0.4140 0.3235 1.2819  -0.020
C: 1.2684 1.0332 2.0140  -0.080
C: -1.4595 -1.0239 0.8507  -0.181
C: -2.5420 -1.8414 1.1591  -0.030
C: -3.3473 -2.3301 0.1434  -0.085
C: -3.0854 -1.9972 -1.1798  -0.066
C: -2.0085 -1.1799 -1.5077  -0.073
C: -1.2026 -0.7155 -0.4874  -0.188
H: 1.8992 1.5919 3.9719  0.112
H: 0.1101 0.2364 5.0716  0.109
H: -1.4970 -1.0195 3.6658  0.108
H: 2.0066 1.6014 1.4687  0.121
H: -2.7618 -2.0935 2.1894  0.103
H: -4.1884 -2.9673 0.3846  0.098
H: -3.7215 -2.3769 -1.9694  0.105
H: -1.7865 -0.9260 -2.5353  0.101
O: 2.8507 -0.8678 -3.8803  -0.232
As: 1.3226 -1.3664 -3.2170  0.897
O: 0.4910 -2.2641 -4.2860  -0.455
O: 0.4476 0.0458 -2.7253  -0.538
C: 1.7076 -2.3864 -1.6056  -0.257
C: 0.9961 -3.5736 -1.5159  -0.090
C: 1.0823 -4.3606 -0.3741  -0.075
C: 1.8864 -3.9642 0.6795  -0.075
C: 2.6135 -2.7821 0.5971  -0.063
C: 2.5266 -1.9926 -0.5382  -0.282
S: 3.5034 -0.4836 -0.5665  0.477
O: 3.9565 -0.2816 0.7863  -0.313
O: 4.5223 -0.6890 -1.5778  -0.307
O: 2.5714 0.5871 -1.0324  -0.437
H: 3.5005 -0.6523 -3.1816  0.003
H: 0.3674 -3.8587 -2.3513  0.100
H: 0.5130 -5.2794 -0.3104  0.102
H: 1.9526 -4.5711 1.5739  0.101
H: 3.2430 -2.4491 1.4108  0.107
F: -2.4480 4.2796 -2.0448  0.140
C: -1.4878 3.4013 -1.6856  -0.545
F: -1.9880 2.1741 -1.9026  0.136
F: -0.4697 3.5614 -2.5343  0.162
C: -1.0018 3.5445 -0.2008  -0.383
O: -0.0798 2.6488 0.1025  -0.158
C: -0.4345 4.9936 -0.0010  -0.541
F: -0.0317 5.1740 1.2670  0.145
F: 0.6322 5.1996 -0.7800  0.158
F: -1.3162 5.9823 -0.2689  0.135
C: -2.2366 3.3533 0.7515  -0.534
F: -3.2486 4.2248 0.5691  0.140
F: -1.8657 3.4574 2.0379  0.143
F: -2.7539 2.1203 0.6089  0.144

Cartesian forces, eV/Å:
-0.5 -0.7 0.3
0.0 0.0 0.0
0.0 0.0 0.0
0.0 0.0 0.0
0.0 0.0 0.0
0.1 0.0 -0.1
0.0 0.0 0.0
-0.2 -0.1 0.0
0.0 0.0 0.0
0.0 0.0 0.0
0.0 0.0 0.0
-0.1 -0.1 0.1
-0.1 0.4 -0.1
0.0 0.0 0.0
0.0 0.0 0.0
0.0 0.0 0.0
0.0 0.0 0.0
0.0 0.0 0.0
0.0 0.0 0.0
0.0 0.0 0.0
0.0 0.0 0.0
-0.1 0.0 0.0
-0.1 0.1 -0.3
0.1 0.0 0.1
0.1 -0.2 -0.1
0.1 0.1 0.1
0.0 0.0 0.0
0.0 0.0 0.0
0.0 0.0 0.0
0.0 0.0 0.0
-0.1 0.0 -0.1
0.1 -0.1 -0.1
0.0 0.0 0.0
0.0 0.0 0.1
0.3 0.3 0.1
0.0 0.0 0.0
0.0 0.0 0.0
0.0 0.0 0.0
0.0 0.0 0.0
0.0 0.0 0.0
0.0 0.0 0.0
0.0 0.0 0.0
0.0 0.0 0.0
0.0 0.0 0.0
0.0 0.0 0.1
0.1 0.1 -0.1
0.0 0.0 0.0
0.0 0.0 0.0
0.0 0.0 0.0
0.0 0.0 0.0
0.0 0.0 0.0
0.0 0.0 0.0
0.0 0.0 0.0
0.0 0.0 0.0

Total charge: -1
Calculated total energy (eV): -137637.095
HOMO (eV): -6.142
Orbital gap (eV): 7.97

---

Question: The highest calculated total energy belongs to which entry?
Answer: C21H11F4N2